This record from OMol25 describes 11 unconnected molecules or ions with the total composition C44H106N6O16S5 in a non-equilibrium geometry. The level of theory is ωB97M-V/def2-TZVPD.

Structure (ORCA input):
```
! RIJCOSX wB97M-V def2-TZVPD def2/J DEFGRID3
* xyz 1 2
C 2.255 2.318 -7.791
C 1.838 1.120 -6.899
C 0.300 1.099 -6.544
O -0.302 2.287 -6.108
C -0.041 2.599 -4.769
N 2.172 -0.034 -7.648
H 2.003 3.250 -7.285
H 1.734 2.271 -8.748
H 3.318 2.316 -8.034
H 2.462 1.152 -6.007
H 0.070 0.284 -5.858
H -0.175 1.015 -7.522
H -0.582 1.960 -4.071
H -0.402 3.611 -4.583
H 1.022 2.567 -4.532
H 3.152 -0.020 -7.891
H 1.641 -0.205 -8.490
C -6.697 -2.502 -1.434
C -6.330 -3.609 -0.387
C -6.766 -3.314 1.125
O -6.408 -2.060 1.663
C -4.988 -1.989 1.935
N -7.141 -4.764 -0.776
H -5.990 -1.681 -1.315
H -7.688 -2.052 -1.372
H -6.542 -2.787 -2.475
H -5.246 -3.719 -0.415
H -6.601 -4.119 1.841
H -7.846 -3.163 1.134
H -4.544 -2.838 2.457
H -4.688 -1.038 2.375
H -4.424 -1.994 1.002
H -7.105 -4.827 -1.784
H -6.671 -5.584 -0.422
C 5.092 -0.110 -1.139
C 6.303 -0.599 -0.284
C 7.241 0.580 0.145
O 8.472 0.042 0.676
C 9.437 1.091 1.013
N 5.700 -1.247 0.865
H 4.370 -0.924 -1.200
H 5.395 0.133 -2.157
H 4.516 0.745 -0.785
H 6.861 -1.294 -0.911
H 6.775 1.215 0.899
H 7.431 1.158 -0.759
H 10.314 0.566 1.392
H 8.951 1.770 1.714
H 9.624 1.676 0.113
H 6.400 -1.484 1.553
H 5.297 -2.107 0.521
C 0.801 9.354 1.273
C 1.178 8.227 0.256
C 0.386 6.923 0.507
O -1.059 6.946 0.622
C -1.656 5.697 0.591
N 0.894 8.641 -1.119
H 1.278 10.276 0.942
H 0.966 9.048 2.306
H -0.254 9.628 1.245
H 2.212 7.955 0.466
H 0.771 6.506 1.438
H 0.604 6.183 -0.263
H -1.001 4.898 0.938
H -2.124 5.422 -0.354
H -2.534 5.797 1.229
H 1.292 7.977 -1.768
H -0.079 8.550 -1.374
C 1.703 -2.012 -3.433
C 1.356 -2.507 -4.783
C 2.501 -2.817 -5.666
O 3.472 -3.722 -5.132
C 4.528 -4.184 -5.977
N 0.818 -3.778 -4.401
H 2.158 -2.781 -2.809
H 0.795 -1.707 -2.913
H 2.380 -1.158 -3.395
H 0.529 -1.942 -5.212
H 3.052 -1.880 -5.741
H 2.084 -3.065 -6.642
H 4.106 -4.603 -6.890
H 5.118 -5.013 -5.586
H 5.249 -3.432 -6.295
H 0.515 -3.777 -3.438
H 1.625 -4.376 -4.506
C 3.702 -1.724 4.302
C 2.706 -1.233 3.238
C 1.295 -0.698 3.676
O 0.499 -1.730 4.213
C -0.733 -1.274 4.763
N 3.487 -0.125 2.627
H 3.774 -0.995 5.110
H 4.693 -1.805 3.856
H 3.311 -2.621 4.782
H 2.585 -1.943 2.419
H 0.841 -0.313 2.764
H 1.540 0.155 4.309
H -0.733 -0.343 5.330
H -1.201 -2.089 5.316
H -1.479 -1.199 3.972
H 3.011 0.158 1.783
H 4.287 -0.648 2.300
C 1.934 4.281 3.697
C 1.442 2.847 3.700
C 0.070 2.569 4.380
S -0.167 4.180 5.328
O -0.569 3.833 6.709
O -1.027 5.012 4.488
C 1.459 4.856 5.134
H 1.455 4.872 2.916
H 3.008 4.442 3.607
H 2.186 2.158 4.101
H 1.337 2.411 2.706
H 0.095 1.737 5.084
H -0.848 2.472 3.800
H 2.127 4.477 5.908
H 1.361 5.941 5.182
C -5.537 4.511 4.642
C -6.311 3.556 3.663
C -5.362 2.344 3.336
S -3.598 2.718 3.888
O -2.874 3.459 2.867
O -3.033 1.527 4.487
C -4.235 3.891 5.139
H -6.166 4.893 5.446
H -5.239 5.407 4.098
H -6.653 4.123 2.797
H -7.241 3.216 4.118
H -5.378 1.721 2.441
H -5.598 1.535 4.028
H -3.355 4.476 5.409
H -4.520 3.298 6.008
C -3.470 -6.212 -3.169
C -2.660 -5.402 -4.240
C -2.803 -3.930 -3.764
S -2.340 -3.889 -1.998
O -3.196 -2.981 -1.234
O -0.888 -3.815 -1.960
C -2.971 -5.716 -1.761
H -3.295 -7.288 -3.180
H -4.536 -6.009 -3.267
H -3.098 -5.568 -5.224
H -1.620 -5.727 -4.200
H -3.868 -3.702 -3.716
H -2.287 -3.102 -4.251
H -3.745 -5.698 -0.993
H -2.134 -6.288 -1.361
C -1.383 -0.325 0.575
C -1.765 1.173 0.381
C -0.499 1.871 -0.260
S 0.739 0.565 -0.734
O 1.798 0.355 0.292
O 1.011 0.815 -2.139
C -0.484 -0.796 -0.541
H -2.280 -0.917 0.754
H -0.825 -0.319 1.511
H -2.004 1.746 1.277
H -2.501 1.164 -0.423
H -0.044 2.676 0.316
H -0.849 2.246 -1.222
H 0.097 -1.716 -0.470
H -1.092 -0.813 -1.446
C 1.269 -4.986 3.383
C 1.616 -4.983 1.893
C 0.484 -4.227 1.194
S -1.094 -4.811 1.996
O -1.592 -6.037 1.368
O -1.909 -3.641 2.150
C -0.258 -5.288 3.593
H 1.477 -3.990 3.773
H 1.906 -5.670 3.943
H 1.655 -5.976 1.446
H 2.603 -4.555 1.715
H 0.451 -4.229 0.104
H 0.565 -3.241 1.652
H -0.510 -6.337 3.744
H -0.650 -4.793 4.482
*
```

Calculated values
**⟨S²⟩**: 0.76
**Largest force on an atom**: 3.5 eV Å⁻¹
**Kohn-Sham gap (alpha / beta)**: 6.930 / 1.063 eV
**Energy**: -5262.7215 a.u.
**LUMO (alpha / beta)**: -2.802 / -8.665 eV

***

This record from OMol25 describes a molecular structure, C49H48AsCuO4P2S. The level of theory is ωB97M-V/def2-TZVPD.

Structure (ORCA input):
```
! RIJCOSX wB97M-V def2-TZVPD def2/J DEFGRID3
* xyz 1 2
Cu -0.519 0.483 0.446
O 4.272 0.761 1.364
S 2.967 0.252 0.877
C 2.945 0.791 -0.914
C 4.221 1.221 -1.260
C 4.569 1.539 -2.563
C 3.632 1.406 -3.569
C 2.351 1.000 -3.239
C 1.960 0.696 -1.927
P 0.173 0.280 -1.826
C -0.058 -1.370 -2.534
C 0.938 -2.002 -3.272
C 0.716 -3.269 -3.789
C -0.494 -3.911 -3.570
C -1.490 -3.285 -2.834
C -1.273 -2.019 -2.316
C -0.587 1.414 -3.038
C -0.219 2.760 -3.078
C -0.888 3.651 -3.902
C -1.934 3.209 -4.703
C -2.296 1.870 -4.682
C -1.631 0.977 -3.854
C 1.810 1.489 1.580
C 1.942 2.774 1.045
C 1.414 3.878 1.682
C 0.720 3.708 2.869
C 0.593 2.442 3.411
C 1.139 1.295 2.813
P 0.957 -0.149 3.982
C -0.663 -0.857 3.507
C -1.634 -0.167 2.776
C -2.905 -0.697 2.582
C -3.230 -1.930 3.113
C -2.288 -2.613 3.870
C -1.029 -2.077 4.080
C 2.212 -1.394 3.535
C 3.521 -1.076 3.900
C 4.550 -1.976 3.686
C 4.279 -3.222 3.140
C 2.975 -3.560 2.805
C 1.946 -2.653 3.002
H 4.958 1.290 -0.471
H 5.573 1.877 -2.780
H 3.881 1.620 -4.599
H 1.623 0.921 -4.036
H 1.899 -1.531 -3.423
H 1.500 -3.761 -4.349
H -0.657 -4.905 -3.964
H -2.428 -3.788 -2.643
H -2.041 -1.554 -1.708
H 0.614 3.113 -2.480
H -0.582 4.689 -3.929
H -2.451 3.903 -5.351
H -3.097 1.514 -5.317
H -1.922 -0.064 -3.862
H 2.517 2.913 0.139
H 1.565 4.866 1.266
H 0.314 4.562 3.397
H 0.103 2.327 4.371
H -1.447 0.862 2.482
H -3.645 -0.138 2.024
H -4.213 -2.353 2.955
H -2.539 -3.569 4.311
H -0.325 -2.612 4.706
H 3.742 -0.109 4.337
H 5.563 -1.703 3.948
H 5.081 -3.930 2.980
H 2.757 -4.529 2.373
H 0.940 -2.929 2.721
O -1.089 -4.968 0.736
C 0.135 -4.789 0.185
C 0.908 -5.890 -0.184
C 2.166 -5.723 -0.729
C 2.678 -4.446 -0.919
C 1.911 -3.358 -0.552
C 0.637 -3.493 0.000
C -0.169 -2.283 0.360
O -1.343 -2.333 0.667
O 0.489 -1.133 0.303
H -1.258 -5.915 0.806
H 0.507 -6.887 -0.034
H 2.748 -6.594 -1.005
H 3.664 -4.303 -1.339
H 2.297 -2.362 -0.698
C -2.823 3.716 2.852
C -3.335 2.811 1.742
As -2.082 2.357 0.299
C -1.368 4.093 -0.232
C -2.386 5.028 -0.870
C -3.394 1.960 -1.087
C -4.231 0.727 -0.768
H -3.664 4.090 3.436
H -2.285 4.582 2.466
H -2.161 3.181 3.529
H -4.178 3.267 1.220
H -3.692 1.869 2.156
H -0.524 3.901 -0.895
H -0.952 4.522 0.677
H -2.734 4.651 -1.832
H -1.937 6.007 -1.042
H -3.256 5.178 -0.227
H -2.856 1.818 -2.026
H -4.014 2.850 -1.197
H -3.604 -0.159 -0.634
H -4.918 0.517 -1.589
H -4.832 0.856 0.133
*
```

Calculated values
**Energy relative to the best compared isomer or geometry (same formula, charge and spin)**: 20.6 kcal/mol
**⟨S²⟩**: 0.76
**Largest force on an atom**: 0.6 eV Å⁻¹
**Kohn-Sham gap (alpha / beta)**: 7.801 / 5.672 eV
**Energy**: -7153.8970 a.u.
**LUMO (alpha / beta)**: -2.293 / -4.440 eV

***

This record from OMol25 describes a molecular structure, C25H31BF4GeMnN7S. The level of theory is ωB97M-V/def2-TZVPD.

Structure (ORCA input):
```
! RIJCOSX wB97M-V def2-TZVPD def2/J DEFGRID3
* xyz -1 6
Mn 1.880 -0.325 0.499
C 5.243 -2.281 -1.245
C 4.714 -3.419 -1.925
C 3.398 -3.698 -1.833
C 2.472 -2.877 -1.068
N 3.029 -1.775 -0.413
C 4.363 -1.531 -0.534
N 1.231 -3.267 -1.060
C 0.196 -2.627 -0.425
N 0.239 -1.411 0.166
C -0.948 -1.157 0.795
N -1.159 0.071 1.481
C -0.309 0.423 2.533
C -0.836 1.165 3.600
C -0.020 1.535 4.642
C 1.317 1.148 4.641
C 1.768 0.430 3.560
N 0.993 0.091 2.518
C -1.822 -2.218 0.580
C -3.163 -2.523 0.944
C -3.717 -3.696 0.523
C -2.989 -4.629 -0.272
C -1.696 -4.367 -0.634
C -1.092 -3.165 -0.220
H 6.287 -2.009 -1.294
H 5.363 -4.053 -2.518
H 2.952 -4.545 -2.336
H 4.713 -0.641 -0.014
H -1.890 1.402 3.586
H -0.424 2.108 5.468
H 1.991 1.410 5.443
H 2.805 0.121 3.499
H -3.742 -1.837 1.552
H -4.738 -3.934 0.802
H -3.468 -5.548 -0.586
H -1.127 -5.063 -1.239
C 0.049 3.037 -2.495
N 0.014 1.637 -2.853
C 1.100 0.879 -3.162
S 0.887 -0.676 -3.741
N 2.291 1.476 -2.956
C 3.569 0.804 -3.098
H -0.977 3.388 -2.397
H 0.549 3.646 -3.255
H 0.552 3.202 -1.539
H -0.854 1.212 -3.127
H 2.312 2.325 -2.408
H 3.393 -0.239 -3.348
H 4.124 0.862 -2.160
H 4.161 1.273 -3.886
F 4.488 2.755 0.362
B 3.119 2.896 0.401
F 2.643 3.242 1.646
F 2.641 3.734 -0.606
F 2.546 1.550 0.082
C -3.884 3.449 0.403
Ge -3.519 1.535 0.636
C -4.284 0.514 -0.841
C -4.312 0.950 2.327
C -1.569 1.223 0.637
H -4.957 3.645 0.425
H -3.493 3.808 -0.550
H -3.414 4.030 1.198
H -5.374 0.559 -0.832
H -3.977 -0.531 -0.766
H -3.934 0.904 -1.799
H -5.383 0.792 2.197
H -4.174 1.693 3.115
H -3.857 0.015 2.649
H -1.015 2.127 0.908
H -1.274 0.972 -0.385
*
```

Calculated values
**Energy relative to the best compared isomer or geometry (same formula, charge and spin)**: 13.4 kcal/mol
**⟨S²⟩**: 8.76
**Largest force on an atom**: 0.5 eV Å⁻¹
**Kohn-Sham gap (alpha / beta)**: 5.309 / 5.334 eV
**Energy**: -5405.3646 a.u.
**LUMO (alpha / beta)**: 2.407 / 2.394 eV

***

This record from OMol25 describes a molecular structure, C47H59N4O2SiSn in a non-equilibrium geometry. The level of theory is ωB97M-V/def2-TZVPD.

Structure (ORCA input):
```
! RIJCOSX wB97M-V def2-TZVPD def2/J DEFGRID3
* xyz -1 1
Sn -0.062 0.300 -0.122
C 1.668 1.576 -3.352
C 2.709 1.769 -2.251
C 3.679 2.892 -2.618
C 3.425 0.468 -1.988
C 4.352 0.014 -2.912
C 5.048 -1.163 -2.719
C 4.760 -1.926 -1.606
C 3.814 -1.530 -0.675
C 3.415 -2.541 0.374
C 2.571 -3.618 -0.315
C 4.605 -3.177 1.092
C 3.152 -0.288 -0.830
N 2.209 0.158 0.084
C 2.519 0.114 1.416
C 1.546 0.005 2.400
N 0.204 0.007 2.115
C -0.636 -0.592 3.062
C -1.528 0.156 3.852
C -2.353 -0.496 4.760
C -2.307 -1.863 4.938
C -1.417 -2.597 4.182
C -0.592 -1.990 3.249
C 0.320 -2.876 2.437
C -0.483 -3.955 1.710
C 1.404 -3.490 3.324
C -1.665 1.658 3.793
C -0.337 2.403 3.882
C -2.435 2.060 2.540
C 2.183 0.046 3.702
C 1.788 -0.048 5.016
C 2.755 0.116 6.030
C 4.080 0.355 5.770
C 4.532 0.417 4.426
C 5.855 0.638 3.964
C 6.112 0.656 2.616
C 5.111 0.474 1.638
C 3.814 0.280 2.050
C 3.565 0.251 3.448
H 1.150 2.512 -3.553
H 0.930 0.837 -3.037
H 2.134 1.227 -4.271
H 2.186 2.056 -1.338
H 4.248 2.656 -3.514
H 4.375 3.070 -1.802
H 3.130 3.812 -2.809
H 4.542 0.590 -3.807
H 5.785 -1.498 -3.436
H 5.270 -2.871 -1.476
H 2.805 -2.055 1.134
H 3.127 -4.081 -1.128
H 1.664 -3.176 -0.728
H 2.292 -4.396 0.393
H 5.201 -3.785 0.415
H 4.252 -3.822 1.895
H 5.239 -2.408 1.527
H -3.040 0.088 5.361
H -2.950 -2.349 5.658
H -1.366 -3.669 4.321
H 0.804 -2.263 1.674
H -0.977 -4.629 2.405
H 0.169 -4.547 1.075
H -1.242 -3.492 1.081
H 0.967 -4.085 4.123
H 2.009 -2.705 3.773
H 2.056 -4.134 2.738
H -2.270 1.954 4.662
H 0.277 2.197 3.013
H 0.209 2.101 4.773
H -0.519 3.474 3.932
H -1.817 1.893 1.665
H -2.706 3.112 2.595
H -3.342 1.464 2.449
H 0.764 -0.242 5.298
H 2.425 0.057 7.061
H 4.786 0.498 6.578
H 6.651 0.797 4.680
H 7.130 0.819 2.280
H 5.386 0.496 0.593
O -3.624 4.786 -0.148
C -4.675 4.000 0.314
N -5.564 3.596 -0.749
C -5.864 2.349 -1.194
O -6.744 2.172 -2.015
C -5.067 1.244 -0.588
C -5.683 0.303 0.245
C -4.895 -0.683 0.821
C -3.538 -0.688 0.559
N -2.955 0.170 -0.278
C -3.712 1.097 -0.842
H -2.880 4.240 -0.444
H -5.236 4.638 1.012
H -4.324 3.107 0.839
H -6.072 4.346 -1.197
H -6.745 0.362 0.425
H -5.328 -1.426 1.473
H -2.872 -1.397 1.027
H -3.205 1.744 -1.544
C -0.439 5.110 1.529
Si 0.170 4.386 -0.135
C -0.468 5.620 -1.483
C 2.058 4.682 -0.129
C -0.464 2.656 -0.593
H -0.509 6.193 1.470
H 0.255 4.867 2.327
H -1.416 4.738 1.812
H -0.203 6.646 -1.242
H -1.548 5.589 -1.595
H -0.039 5.392 -2.455
H 2.303 5.566 0.458
H 2.410 4.856 -1.139
H 2.612 3.844 0.279
H -0.354 2.586 -1.683
H -1.547 2.679 -0.431
*
```

Calculated values
**Energy relative to the best compared isomer or geometry (same formula, charge and spin)**: 4.4 kcal/mol
**Largest force on an atom**: 1.2 eV Å⁻¹
**Kohn-Sham gap**: 5.368 eV
**Energy**: -2699.7962 a.u.
**LUMO**: 2.358 eV

***

Please write out number 3 again, unchanged.
This record from OMol25 describes a molecular structure, C25H31BF4GeMnN7S. The level of theory is ωB97M-V/def2-TZVPD.

Structure (ORCA input):
```
! RIJCOSX wB97M-V def2-TZVPD def2/J DEFGRID3
* xyz -1 6
Mn 1.880 -0.325 0.499
C 5.243 -2.281 -1.245
C 4.714 -3.419 -1.925
C 3.398 -3.698 -1.833
C 2.472 -2.877 -1.068
N 3.029 -1.775 -0.413
C 4.363 -1.531 -0.534
N 1.231 -3.267 -1.060
C 0.196 -2.627 -0.425
N 0.239 -1.411 0.166
C -0.948 -1.157 0.795
N -1.159 0.071 1.481
C -0.309 0.423 2.533
C -0.836 1.165 3.600
C -0.020 1.535 4.642
C 1.317 1.148 4.641
C 1.768 0.430 3.560
N 0.993 0.091 2.518
C -1.822 -2.218 0.580
C -3.163 -2.523 0.944
C -3.717 -3.696 0.523
C -2.989 -4.629 -0.272
C -1.696 -4.367 -0.634
C -1.092 -3.165 -0.220
H 6.287 -2.009 -1.294
H 5.363 -4.053 -2.518
H 2.952 -4.545 -2.336
H 4.713 -0.641 -0.014
H -1.890 1.402 3.586
H -0.424 2.108 5.468
H 1.991 1.410 5.443
H 2.805 0.121 3.499
H -3.742 -1.837 1.552
H -4.738 -3.934 0.802
H -3.468 -5.548 -0.586
H -1.127 -5.063 -1.239
C 0.049 3.037 -2.495
N 0.014 1.637 -2.853
C 1.100 0.879 -3.162
S 0.887 -0.676 -3.741
N 2.291 1.476 -2.956
C 3.569 0.804 -3.098
H -0.977 3.388 -2.397
H 0.549 3.646 -3.255
H 0.552 3.202 -1.539
H -0.854 1.212 -3.127
H 2.312 2.325 -2.408
H 3.393 -0.239 -3.348
H 4.124 0.862 -2.160
H 4.161 1.273 -3.886
F 4.488 2.755 0.362
B 3.119 2.896 0.401
F 2.643 3.242 1.646
F 2.641 3.734 -0.606
F 2.546 1.550 0.082
C -3.884 3.449 0.403
Ge -3.519 1.535 0.636
C -4.284 0.514 -0.841
C -4.312 0.950 2.327
C -1.569 1.223 0.637
H -4.957 3.645 0.425
H -3.493 3.808 -0.550
H -3.414 4.030 1.198
H -5.374 0.559 -0.832
H -3.977 -0.531 -0.766
H -3.934 0.904 -1.799
H -5.383 0.792 2.197
H -4.174 1.693 3.115
H -3.857 0.015 2.649
H -1.015 2.127 0.908
H -1.274 0.972 -0.385
*
```

Calculated values
**Energy relative to the best compared isomer or geometry (same formula, charge and spin)**: 13.4 kcal/mol
**⟨S²⟩**: 8.76
**Largest force on an atom**: 0.5 eV Å⁻¹
**Kohn-Sham gap (alpha / beta)**: 5.309 / 5.334 eV
**Energy**: -5405.3646 a.u.
**LUMO (alpha / beta)**: 2.407 / 2.394 eV

***

- The highest energy belongs to which entry?
  C47H59N4O2SiSn

***

- What is the energy in the fourth record?
  -2699.7962 a.u.

***

- Among the records above, which one has the lowest energy?
  C49H48AsCuO4P2S